(1)
{
  "formula": "C8H19IN",
  "method": "ωB97M-V with the def2-TZVPD basis set",
  "homo_ev": -12.635,
  "charge": 1,
  "multiplicity": 1,
  "de_lowest_kj_mol": 384.0,
  "homo_lumo_gap_ha": 0.2239,
  "lumo_ev": -6.54,
  "elements": ["C", "C", "C", "C", "C", "C", "C", "C", "N", "I", "H", "H", "H", "H", "H", "H", "H", "H", "H", "H", "H", "H", "H", "H", "H", "H", "H", "H", "H"],
  "coordinates": [[0.98649, -2.33270, 0.71597], [3.43858, -2.12870, -0.01579], [-1.48188, 0.08917, -1.06161], [-2.25090, 0.84448, 1.34132], [-2.60357, 2.41088, -0.61660], [1.94868, -1.53184, -0.19512], [1.96929, -0.15495, -0.02152], [-1.59125, 1.33571, -0.13410], [-0.18355, 1.91834, 0.09021], [3.30521, 1.10033, -1.01544], [1.07272, -3.44902, 0.54597], [0.03546, -1.95276, 0.56157], [1.35966, -2.36321, 1.82887], [3.37861, -3.14273, -0.27108], [3.86183, -1.98871, 0.90405], [4.05229, -1.69804, -0.81373], [-2.57515, -0.24169, -1.18792], [-1.21477, 0.58488, -2.07162], [-0.88332, -0.76302, -0.68727], [-2.34093, 1.60347, 2.04878], [-1.50837, -0.01864, 1.73475], [-3.23843, 0.57446, 1.13951], [-2.09356, 3.32727, -0.28801], [-2.78234, 2.49274, -1.68186], [-3.58198, 2.32039, 0.00524], [1.48008, -1.66680, -1.17910], [1.25807, 0.23682, 0.63351], [-0.12962, 2.82024, 0.43086], [0.31263, 1.77363, -0.73984]],
  "forces_ev_per_a": [[3.2, -1.7, 2.3], [-1.6, 1.2, -4.2], [-2.0, 2.0, -0.9], [4.7, -1.9, -2.4], [-0.2, 0.1, 1.8], [1.0, -3.1, 1.2], [1.8, 1.3, -1.1], [-0.4, -0.5, 2.9], [-2.3, -3.9, 0.2], [-1.3, -0.8, 0.9], [-0.4, 1.4, -0.6], [-2.1, 0.2, 0.4], [-1.0, 0.9, -1.9], [-0.2, -1.6, 0.0], [0.7, 0.6, 2.5], [0.2, 0.0, 0.4], [1.7, 0.1, 0.1], [0.1, -1.5, 1.2], [-0.2, 0.7, -0.5], [0.5, 1.5, 1.2], [-2.1, 1.8, -0.6], [-1.4, -1.3, -0.4], [-0.7, 0.2, -0.2], [-0.1, -0.2, -0.2], [1.5, 0.2, -1.5], [0.8, -0.2, -0.8], [-1.0, 1.7, 1.1], [-0.1, 2.2, 0.6], [0.8, 0.5, -1.5]],
  "lowdin_charge": [-0.046, -0.019, -0.053, -0.029, -0.053, -0.479, -0.401, -0.564, 0.060, 1.167, 0.115, 0.019, 0.139, 0.074, 0.064, 0.047, 0.116, 0.111, 0.041, 0.039, 0.112, 0.035, 0.073, 0.072, 0.111, 0.179, 0.031, 0.050, -0.011]
}



(2)
{
  "formula": "C8H19N3O",
  "method": "ωB97M-V with the def2-TZVPD basis set",
  "homo_ev": -8.496,
  "charge": 0,
  "multiplicity": 1,
  "de_lowest_kj_mol": 230.4,
  "homo_lumo_gap_ha": 0.3470,
  "lumo_ev": 0.95,
  "elements": ["C", "C", "C", "C", "C", "N", "H", "H", "H", "H", "H", "H", "H", "H", "H", "H", "H", "C", "O", "C", "C", "N", "N", "H", "H", "H", "H", "H", "H", "H", "H"],
  "coordinates": [[-3.61548, 0.39716, 2.17563], [-2.84914, 1.67189, 1.92647], [-2.16240, 1.76278, 0.57767], [-2.94856, 1.46756, -0.76818], [-2.09654, 0.16634, -0.86006], [-1.23502, 0.71806, 0.19065], [-4.06507, 0.37061, 3.17446], [-4.43476, 0.24815, 1.45912], [-2.93634, -0.46594, 2.08544], [-2.07805, 1.78317, 2.71657], [-3.52231, 2.54308, 1.97052], [-1.69418, 2.78178, 0.54380], [-2.69619, 2.23585, -1.50017], [-4.03008, 1.30946, -0.75214], [-1.57946, -0.04504, -1.81198], [-2.66948, -0.70264, -0.51236], [-0.91458, 0.06546, 0.90688], [5.14119, -2.35990, -1.91035], [3.73639, -2.25486, -1.76102], [3.28915, -1.17870, -0.94761], [1.89987, -1.44250, -0.45650], [1.25578, -0.76686, 0.40265], [1.74427, 0.51977, 0.67104], [5.68257, -2.47198, -0.95283], [5.51647, -1.46444, -2.45048], [5.35610, -3.25715, -2.50218], [3.89883, -1.05276, -0.03415], [3.33048, -0.22163, -1.48341], [1.40584, -2.34787, -0.79811], [2.35272, 0.89534, -0.07896], [0.91799, 1.09584, 0.77956]],
  "forces_ev_per_a": [[-0.2, -0.7, -0.1], [-0.1, 0.3, 0.1], [-0.3, 1.1, -0.8], [0.1, -0.1, 0.5], [-0.1, 0.5, 0.0], [0.9, -0.6, 0.5], [0.2, 0.0, -0.1], [0.2, 0.1, 0.1], [-0.3, 0.1, 0.1], [-0.3, 0.1, -0.3], [0.2, -0.2, 0.3], [-0.2, -0.7, 0.0], [-0.1, -0.3, -0.1], [0.1, 0.2, 0.2], [-0.3, 0.0, 0.4], [0.1, 0.0, -0.3], [-0.2, 0.2, -0.3], [0.1, 0.5, -0.2], [-0.3, 0.0, 0.5], [0.2, 0.1, 0.1], [-0.2, -1.0, 0.2], [0.0, 1.2, -1.1], [0.7, -0.5, 0.1], [-0.4, 0.2, -0.2], [0.1, -0.5, 0.3], [-0.2, 0.3, 0.0], [0.1, -0.1, -0.3], [0.2, 0.0, -0.3], [0.3, -0.3, 0.2], [-0.7, -0.3, 0.6], [0.1, 0.1, -0.1]],
  "lowdin_charge": [-0.117, -0.234, -0.359, -0.097, -0.187, -0.059, 0.072, 0.072, 0.073, 0.116, 0.113, 0.129, 0.095, 0.094, 0.102, 0.101, 0.084, -0.113, -0.195, -0.230, -0.163, -0.049, -0.001, 0.090, 0.093, 0.087, 0.132, 0.118, 0.112, 0.075, 0.044]
}